Below is C54H51CoF15GeN2O5PS2 as an isolated structure, with properties calculated with ωB97M-V with the def2-TZVPD basis set.

XYZ file:
```
132
Properties=species:S:1:pos:R:3:forces:R:3:lowdin_charge:R:1
Co 0.2665 0.0531 -0.1060 -0.1 -0.4 -0.2 0.38
O 0.3576 -3.9990 1.5831 0.0 -0.1 0.1 0.04
C -0.4148 -3.7322 2.6619 0.1 -0.1 0.0 -0.27
C -0.6055 -4.7500 3.5945 0.0 0.0 0.0 -0.02
C -1.3703 -4.5213 4.7238 0.0 0.0 0.0 -0.10
C -1.9585 -3.2799 4.9415 0.0 0.0 -0.1 -0.10
C -1.7766 -2.2754 4.0078 -0.1 0.0 0.0 -0.04
C -1.0196 -2.4823 2.8591 0.1 0.1 -0.1 -0.09
C -0.8285 -1.3943 1.8632 -0.1 -0.2 0.3 -0.45
O 0.1184 -1.5607 0.9934 0.2 0.3 -0.2 -0.13
N -1.6399 -0.3766 1.8995 0.3 0.3 -0.4 0.10
N -1.2784 0.5151 0.8784 -0.1 0.0 0.3 -0.08
C -1.9478 1.6020 0.7908 0.1 0.0 -0.1 -0.06
C -1.6947 2.6435 -0.1921 0.1 -0.2 0.1 -0.13
C -2.5327 3.7626 -0.1687 0.0 0.1 0.0 -0.07
C -2.3971 4.8043 -1.0612 0.1 -0.1 0.0 -0.12
C -1.3843 4.7222 -2.0219 0.0 0.0 0.0 -0.11
C -0.5381 3.6393 -2.0731 0.0 -0.1 0.1 -0.03
C -0.6442 2.5632 -1.1537 -0.1 -0.1 0.0 -0.33
O 0.1827 1.5699 -1.2500 0.0 0.2 0.1 -0.19
H 0.4801 -3.1232 1.1365 0.0 0.1 -0.1 0.05
H -0.1288 -5.7048 3.4177 0.0 0.0 0.0 0.11
H -1.4993 -5.3159 5.4487 0.0 0.0 0.0 0.10
H -2.5369 -3.0962 5.8361 0.0 0.0 0.0 0.09
H -2.2174 -1.2971 4.1463 0.0 0.0 0.0 0.11
H -2.7556 1.7492 1.5073 0.0 0.0 0.0 0.13
H -3.3130 3.7998 0.5839 0.0 0.0 0.0 0.10
H -3.0550 5.6610 -1.0181 0.0 0.0 0.0 0.09
H -1.2636 5.5233 -2.7418 0.0 0.0 0.0 0.09
H 0.2380 3.5721 -2.8260 0.0 0.0 0.0 0.10
O 1.9649 -0.5219 -1.0771 -0.5 0.0 0.0 -0.56
S 2.5263 0.4212 -2.1226 -0.1 0.0 0.0 1.01
C 4.2287 -0.1828 -2.3398 0.1 0.0 0.0 -0.29
C 5.1846 0.8276 -1.6997 0.0 0.0 0.1 -0.22
C 4.4757 2.1808 -1.7597 0.0 0.0 0.0 -0.23
C 3.0641 1.9136 -1.2650 0.1 0.1 -0.1 -0.32
H 4.3925 -0.2881 -3.4124 0.0 0.0 0.0 0.08
H 4.2449 -1.1681 -1.8758 0.0 0.0 0.0 0.08
H 6.1507 0.8381 -2.2041 0.0 0.0 0.0 0.11
H 5.3552 0.5555 -0.6557 0.0 0.0 0.0 0.10
H 4.4539 2.5464 -2.7915 0.0 0.0 0.0 0.11
H 4.9657 2.9449 -1.1549 0.0 0.0 0.0 0.10
H 2.3372 2.6989 -1.4516 0.0 0.0 0.0 0.09
H 3.0169 1.6494 -0.2047 0.0 0.0 0.0 0.02
O -0.8431 -1.0614 -1.7628 -0.1 0.1 0.1 -0.31
P -1.3900 -2.2099 -2.5439 0.1 0.1 0.1 0.83
C -3.1987 -2.4544 -2.2748 -0.1 0.0 0.1 -0.32
C -3.8373 -1.0909 -1.8683 0.0 0.0 0.0 -0.18
C -4.8972 -1.2533 -0.7813 0.0 0.0 0.0 -0.20
C -4.3116 -1.8568 0.4995 0.0 0.0 0.1 -0.18
C -3.2714 -2.9465 0.1877 -0.1 0.0 0.0 -0.18
C -3.5104 -3.5194 -1.2034 0.0 0.0 -0.1 -0.19
C -0.5516 -3.7524 -2.1014 0.1 0.0 0.0 -0.35
C -0.8539 -4.9481 -3.0065 0.0 0.0 0.0 -0.20
C -0.4143 -6.2470 -2.3094 0.0 0.0 0.0 -0.18
C 0.7995 -6.0218 -1.3929 0.0 0.0 0.0 -0.19
C 1.6986 -4.9208 -1.9466 0.0 0.0 0.0 -0.18
C 0.9746 -3.5627 -1.9572 -0.1 -0.1 0.1 -0.17
C -1.1715 -1.9231 -4.3393 0.0 0.0 -0.1 -0.32
C -2.1355 -0.8263 -4.8478 0.1 0.0 0.1 -0.18
C -1.5422 0.5566 -4.5775 0.0 0.0 0.0 -0.18
C -0.3226 0.7844 -5.4818 0.0 0.0 0.0 -0.19
C 0.3985 -0.5353 -5.7925 0.0 0.0 0.0 -0.20
C 0.2947 -1.5073 -4.6217 0.0 -0.1 0.0 -0.20
H -3.6073 -2.7978 -3.2316 0.0 0.0 0.0 0.12
H -4.2800 -0.6062 -2.7394 0.0 0.0 0.0 0.10
H -3.0560 -0.4214 -1.4992 0.0 0.0 0.0 0.10
H -5.7112 -1.8820 -1.1558 0.0 0.0 0.0 0.10
H -5.3396 -0.2782 -0.5665 0.0 0.0 0.0 0.11
H -5.1226 -2.2748 1.1016 0.0 0.0 0.0 0.11
H -3.8376 -1.0823 1.1044 0.0 0.0 0.0 0.09
H -3.2960 -3.7307 0.9459 0.0 0.0 0.0 0.12
H -2.2700 -2.5105 0.2251 0.0 0.0 0.0 0.09
H -4.5597 -3.8148 -1.3014 0.0 0.0 0.0 0.12
H -2.9340 -4.4278 -1.3693 0.0 0.0 0.0 0.09
H -0.9321 -3.9642 -1.0960 0.0 0.0 0.0 0.11
H -0.3047 -4.8185 -3.9442 0.0 0.0 0.0 0.11
H -1.9118 -5.0044 -3.2762 0.0 0.0 0.0 0.10
H -0.1806 -7.0016 -3.0652 0.0 0.0 0.0 0.10
H -1.2474 -6.6415 -1.7217 0.0 0.0 0.0 0.11
H 1.3575 -6.9536 -1.2806 0.0 0.0 0.0 0.11
H 0.4713 -5.7326 -0.3917 0.0 0.0 0.0 0.10
H 2.0061 -5.1897 -2.9632 0.0 0.0 0.0 0.11
H 2.6139 -4.8409 -1.3580 0.0 0.0 0.0 0.10
H 1.3708 -2.9469 -2.7611 0.0 0.0 0.0 0.09
H 1.1712 -3.0038 -1.0431 0.0 0.0 0.0 0.09
H -1.3909 -2.8668 -4.8497 -0.1 0.0 0.0 0.11
H -3.1169 -0.9244 -4.3906 -0.1 0.0 0.0 0.08
H -2.2919 -0.9575 -5.9237 0.0 0.0 0.0 0.12
H -1.2465 0.6150 -3.5277 0.0 0.0 0.0 0.10
H -2.2855 1.3394 -4.7390 0.0 0.0 0.0 0.11
H 0.3652 1.4795 -4.9951 0.0 0.0 0.0 0.10
H -0.6363 1.2504 -6.4201 0.0 0.0 0.0 0.10
H 1.4505 -0.3474 -6.0211 0.0 0.0 0.0 0.10
H -0.0300 -0.9978 -6.6874 0.0 0.0 0.0 0.11
H 0.7011 -1.0247 -3.7306 0.0 0.0 0.0 0.07
H 0.9013 -2.3948 -4.8127 0.0 0.0 0.0 0.11
F 3.8375 -1.8756 5.2609 -0.1 0.1 -0.1 0.10
C 3.9460 -2.2355 3.9723 0.0 -0.2 0.1 -0.22
C 3.7485 -1.3278 2.9459 0.0 0.0 -0.1 -0.11
C 3.9620 -1.8126 1.6667 0.1 0.0 -0.3 -0.21
F 3.9025 -0.9841 0.6036 0.1 -0.2 0.5 0.06
C 4.2952 -3.1303 1.3960 0.0 0.1 0.0 -0.13
F 4.4932 -3.5467 0.1362 0.0 0.0 0.1 0.11
C 4.4483 -4.0120 2.4494 0.0 -0.2 0.0 -0.13
F 4.7819 -5.2906 2.2190 -0.1 0.3 0.0 0.12
C 4.2826 -3.5610 3.7468 0.0 0.0 0.0 -0.14
F 4.4584 -4.4084 4.7689 0.0 0.1 -0.1 0.11
Ge 3.1562 0.5702 3.1183 -0.1 0.0 0.0 0.62
S 1.5851 1.2288 1.8888 0.0 0.2 0.1 0.38
C 2.5757 0.8151 4.9985 0.2 0.0 0.1 -0.14
C 2.9932 1.8481 5.8134 0.0 0.0 0.1 -0.21
F 3.9386 2.7159 5.4057 0.0 0.0 0.0 0.09
C 2.4765 2.0593 7.0822 0.0 0.0 0.0 -0.14
F 2.9086 3.0749 7.8438 0.0 -0.1 -0.1 0.11
C 1.4954 1.2115 7.5598 0.0 0.0 0.1 -0.13
F 0.9789 1.4025 8.7813 0.1 0.0 -0.2 0.11
C 1.0444 0.1674 6.7707 0.0 0.0 0.0 -0.13
F 0.0953 -0.6526 7.2386 0.1 0.1 -0.1 0.11
C 1.5879 -0.0072 5.5105 -0.1 -0.1 0.1 -0.23
F 1.1154 -1.0254 4.7810 0.1 0.0 0.0 0.10
C 4.9191 1.5129 2.9591 -0.1 0.0 0.0 -0.11
C 6.0099 1.0699 3.6848 0.2 -0.1 0.2 -0.22
F 5.8753 0.0579 4.5653 -0.1 0.1 -0.1 0.09
C 7.2727 1.6317 3.5994 0.0 0.0 0.0 -0.14
F 8.2915 1.1613 4.3297 -0.1 0.0 -0.1 0.11
C 7.4683 2.7033 2.7460 0.2 0.1 0.0 -0.13
F 8.6791 3.2702 2.6378 -0.3 -0.1 0.0 0.11
C 6.4032 3.1890 2.0117 0.0 0.1 -0.1 -0.14
F 6.5896 4.2298 1.1841 0.0 -0.1 0.1 0.11
C 5.1518 2.5960 2.1295 0.1 0.1 -0.2 -0.22
F 4.1836 3.1419 1.3810 0.1 -0.1 0.2 0.07
```
Forces are in eV/Å.

Results
molecular weight: 1319.63 g/mol
multiplicity: 2
max |F|: 0.59 eV/Å
expectation value of S²: 0.757
HOMO level (spin up / spin down): -4.8 / -4.9 eV
total charge: -1
energy relative to the best compared isomer or geometry (same formula, charge and spin): 0.00 kcal/mol
E_tot: -235912.91071 eV

***

Below is C54H52AsF8O16V as an isolated structure at a distorted geometry, with properties calculated with ωB97M-V with the def2-TZVPD basis set.

XYZ file:
```
132
Properties=species:S:1:pos:R:3:forces:R:3:lowdin_charge:R:1
O -15.9353 0.5863 7.2069 2.5 0.5 1.0 -0.27
V -14.5944 1.4764 7.2615 -0.2 -0.7 1.4 1.01
O -13.4107 1.0011 8.2719 -2.7 0.0 -1.4 -0.28
As -17.4586 3.4055 5.4242 -2.2 -1.6 -1.0 1.00
F -15.8369 2.8959 6.1018 -0.4 0.4 -0.4 -0.30
F -18.0366 1.7461 5.2740 0.8 1.3 0.2 -0.23
F -19.0104 4.0425 4.7953 2.1 -0.5 0.6 -0.24
F -16.8700 5.0773 5.6355 -0.5 -1.8 -0.1 -0.25
F -16.7122 3.2262 3.7834 -0.8 0.8 2.1 -0.25
F -18.1179 3.4024 7.1062 1.1 0.3 -1.8 -0.24
F -22.9028 2.7548 3.9791 -0.5 0.6 -1.6 0.09
C -22.5920 2.3913 5.1934 -0.2 -1.8 2.4 -0.32
C -22.9619 1.1062 5.6311 0.5 0.2 0.5 -0.01
C -22.5190 0.6240 6.8888 0.0 1.4 -0.7 -0.07
C -21.7483 1.4741 7.6880 -0.4 0.9 -0.8 -0.08
C -21.4554 2.7920 7.2384 -0.2 -1.4 0.7 -0.06
C -21.9204 3.2643 6.0248 0.9 -0.3 -0.6 -0.02
H -23.5815 0.5053 4.9819 0.1 -0.1 -0.1 0.11
H -22.7689 -0.3687 7.2328 -0.1 -0.1 -0.1 0.10
H -21.4015 1.1689 8.6642 0.0 -0.1 -0.1 0.06
H -20.7837 3.3679 7.8577 -0.1 0.4 0.0 0.09
H -21.5472 4.1673 5.5647 -0.1 0.4 0.3 0.11
F -18.5551 -1.4460 7.9571 -0.7 0.8 0.9 0.02
C -19.1252 -0.5908 8.8710 -0.3 0.0 1.4 -0.20
C -20.0114 -1.1587 9.8455 1.4 1.4 -1.7 0.00
C -20.5754 -0.2628 10.7496 0.7 0.0 0.1 -0.09
C -20.0807 1.0463 10.8361 -0.6 0.9 -0.3 -0.10
C -19.1945 1.5906 9.9151 -0.6 -1.4 -0.8 -0.09
C -18.7653 0.7662 8.8787 0.4 -0.9 -0.1 -0.04
H -20.1642 -2.2273 9.8100 -0.4 0.0 0.1 0.11
H -21.3742 -0.6055 11.3905 0.1 0.1 0.3 0.10
H -20.4961 1.8074 11.4801 -0.4 -0.4 0.6 0.10
H -18.9958 2.6496 9.8410 0.2 0.1 0.4 0.10
H -18.1088 1.1833 8.1294 0.0 -0.3 -0.2 0.08
C -12.7509 0.5576 2.4088 0.4 0.1 0.1 -0.01
C -12.6533 0.1603 3.7324 -2.4 0.8 0.8 0.00
C -13.8586 0.0454 4.4967 0.1 0.1 -3.4 -0.27
C -15.1222 0.2429 3.8274 2.1 -0.3 2.4 0.02
C -15.1201 0.6774 2.5323 -1.0 -0.3 -0.9 -0.03
C -13.9816 0.8159 1.7953 1.5 -0.3 -0.5 -0.28
O -13.9628 1.1269 0.4378 0.3 0.2 0.7 0.03
O -13.7827 -0.3038 5.8092 -1.0 0.8 1.2 -0.01
H -11.7992 0.7220 1.9253 -0.2 0.0 -0.6 0.11
H -11.6970 0.1776 4.2341 0.1 -0.4 0.0 0.11
H -16.0552 0.0824 4.3473 -0.1 0.0 0.1 0.11
H -16.0676 0.7559 2.0200 -0.3 0.3 0.1 0.13
H -14.8419 1.1101 0.0523 -0.3 -0.1 0.2 0.11
H -13.0243 -0.8581 6.0069 0.2 0.1 0.1 0.14
C -14.7271 3.6475 10.9249 0.5 0.3 1.3 -0.01
C -14.5159 3.3871 12.2751 0.0 -0.5 0.7 0.00
C -14.9240 2.1825 12.8301 -0.8 -0.5 0.4 -0.28
C -15.6060 1.2490 12.0267 0.6 0.7 2.0 -0.01
C -15.7897 1.5051 10.7153 0.3 -0.7 -0.5 -0.01
C -15.3192 2.6852 10.1615 -0.1 -0.8 1.5 -0.36
O -15.4864 2.8766 8.8554 0.3 -0.5 -3.2 -0.03
O -14.7289 1.9447 14.1841 0.3 0.6 -0.7 0.04
H -14.4354 4.6277 10.5779 0.0 -0.1 -0.5 0.13
H -14.0514 4.0992 12.9410 0.0 0.2 -0.1 0.12
H -16.0237 0.3505 12.4562 0.2 -0.2 0.1 0.12
H -16.1921 0.6416 10.2066 -0.3 0.6 -0.9 0.12
H -15.9750 3.6893 8.7055 -0.5 0.9 -0.6 0.09
H -15.3502 1.2935 14.5181 -0.1 -0.1 -0.2 0.10
C -19.1828 9.0718 5.6584 -0.3 -1.6 -0.9 -0.02
C -18.1619 8.1446 5.2545 -1.2 1.7 1.8 0.00
C -16.9498 8.2558 5.9242 -0.5 1.1 0.0 -0.37
C -16.7255 9.3200 6.8014 -1.1 0.5 0.5 0.01
C -17.7715 10.1844 7.1279 0.3 0.9 0.0 -0.01
C -19.0384 10.0952 6.5714 1.6 -1.1 -1.6 -0.36
O -19.9929 11.0560 6.6980 -0.4 0.4 1.0 0.04
O -15.9871 7.3493 5.7166 1.2 -0.1 -0.1 0.03
H -20.1857 8.9439 5.2786 -0.1 0.0 -0.5 0.11
H -18.3548 7.3421 4.5579 -0.1 0.0 -0.1 0.11
H -15.7915 9.5363 7.2988 0.3 -0.5 -0.2 0.12
H -17.5951 11.0627 7.7311 0.3 0.0 0.3 0.12
H -20.2095 11.4367 5.8438 0.0 -0.2 -0.1 0.11
H -16.4505 6.5096 5.6742 0.5 0.0 -0.5 0.01
C -18.0085 5.4477 10.6009 1.8 -2.0 1.0 -0.03
C -19.1200 5.6189 11.3791 0.3 -0.2 0.1 -0.01
C -20.1315 6.3341 10.8303 -1.7 2.0 0.6 -0.33
C -20.1138 6.7911 9.5233 1.1 -0.7 -0.5 0.00
C -19.0165 6.4393 8.7431 0.0 0.2 -0.3 0.00
C -17.9058 5.8124 9.3002 -1.7 0.6 -1.7 -0.31
O -16.8438 5.4680 8.5042 1.2 -0.5 1.0 0.02
O -21.1166 6.7868 11.6844 -0.1 -0.4 -0.2 0.04
H -17.2201 4.8299 11.0049 0.3 0.0 0.2 0.11
H -19.1908 5.2201 12.3803 0.1 0.2 0.1 0.13
H -20.8999 7.3981 9.0990 -0.2 -0.1 0.0 0.12
H -19.0014 6.6059 7.6762 -0.1 0.4 -0.2 0.11
H -17.0002 5.5371 7.5596 -0.5 0.2 0.0 0.05
H -21.6685 7.3796 11.1691 -0.3 0.1 0.1 0.09
C -18.0206 -2.7288 2.4185 1.2 -0.6 2.0 -0.02
C -17.4470 -3.0086 3.7117 -1.8 1.3 -0.8 0.02
C -17.8912 -2.2291 4.8174 2.5 -1.5 -0.6 -0.35
C -18.7561 -1.2055 4.6576 -2.4 0.6 -1.6 -0.04
C -19.3596 -0.9959 3.4000 0.6 -0.4 0.9 0.01
C -18.9076 -1.6821 2.2658 -0.2 0.4 1.6 -0.37
O -19.3930 -1.2827 1.0730 -0.5 0.1 -1.1 0.04
O -17.3341 -2.4935 6.0332 0.6 -0.4 -0.3 0.03
H -17.7749 -3.3702 1.5851 0.2 0.1 -0.2 0.11
H -16.7150 -3.7893 3.8567 -0.1 -0.1 0.0 0.10
H -19.1704 -0.6400 5.4792 0.2 0.0 0.3 0.11
H -20.2516 -0.3872 3.4207 0.2 0.5 -0.6 0.12
H -18.7305 -1.4398 0.3963 -0.1 -0.2 -0.1 0.10
H -17.4126 -1.7163 6.5914 0.0 0.0 0.1 0.05
C -13.2368 6.1429 -0.0513 0.0 0.5 0.2 -0.02
C -13.5408 7.2861 0.6836 -1.0 -1.2 0.6 0.01
C -14.5358 7.1631 1.6884 0.4 -1.3 -0.6 -0.32
C -15.1711 5.9232 1.8860 0.6 0.3 -0.3 -0.02
C -14.8292 4.7988 1.1428 -0.1 0.6 0.0 -0.05
C -13.8260 4.9015 0.1980 0.1 -0.2 -0.7 -0.33
O -13.4470 3.8477 -0.5983 0.3 0.5 -0.4 0.03
O -14.8563 8.1993 2.4670 0.1 1.4 0.3 0.06
H -12.5282 6.3185 -0.8472 0.2 -0.6 -0.1 0.11
H -12.9898 8.1821 0.4388 -0.3 0.3 0.3 0.11
H -15.9174 5.7967 2.6564 -0.2 0.2 0.1 0.10
H -15.4267 3.9090 1.2753 0.2 -0.3 0.1 0.11
H -13.5914 2.9874 -0.1975 -0.1 -0.2 0.4 0.05
H -15.5172 7.9609 3.1212 -0.1 -0.2 0.2 0.09
C -13.1151 3.9522 4.7050 0.7 -0.4 -1.0 0.02
C -12.3977 3.9178 3.5002 1.0 -0.7 1.2 0.06
C -11.1274 3.2374 3.5061 -0.6 -0.1 -1.3 -0.30
C -10.6260 2.6424 4.6255 -1.1 -0.2 2.6 -0.03
C -11.3358 2.7565 5.8620 -0.7 -0.1 -1.2 0.02
C -12.5981 3.3572 5.8580 1.8 0.2 -1.8 -0.35
O -13.3152 3.4511 7.0102 -0.8 -0.2 1.1 -0.04
O -10.4047 3.0602 2.3388 -1.0 1.0 -0.4 0.04
H -14.1090 4.3735 4.7372 0.0 0.2 -0.1 0.11
H -12.8440 4.3569 2.6202 0.3 -0.1 -0.2 0.09
H -9.7798 1.9728 4.5828 0.4 0.3 -0.1 0.12
H -11.0134 2.3237 6.7974 0.3 -0.1 0.0 0.12
H -13.1339 4.3105 7.3977 -0.4 0.1 0.5 0.15
H -9.9421 2.2212 2.2776 0.0 0.0 0.5 0.10
```
Forces are in eV/Å.

Results
molecular weight: 1234.84 g/mol
multiplicity: 1
max |F|: 3.42 eV/Å
HOMO level: -7.8 eV
E_tot: -197868.19298 eV

***

Which of these has the highest E_tot? C54H52AsF8O16V

***

Which of these has the lowest molecular weight? C54H52AsF8O16V